1.
The following is a DFT calculation (wB97M-V/def2-TZVPD) of a cluster of 2 separate species, CH2FP in total in a non-equilibrium geometry.

As for the net charge: 0. The calculation puts the highest occupied orbital energy at -7.98 eV. The calculation puts the LUMO energy at -1.348 eV. Its energy above the lowest of the compared OMol25 structures with the same formula, charge and spin is 556.7 kJ/mol. The value obtained for the maximum force is 3.22 eV/A.

Last column: Löwdin charge in e.
CARTESIAN COORDINATES (ANGSTROEM)
C -0.2841 -0.2014 0.0098  -0.121
F -1.3143 -1.0725 -0.0879  -0.088
P 0.6506 -0.0916 -3.0047  0.119
H 0.7332 -0.5672 0.5060  0.078
H -0.5065 0.8468 0.1282  0.012



2.
The following is a DFT calculation (wB97M-V/def2-TZVPD) of an isolated molecule of C12H20N4O6 in a non-equilibrium geometry.

Its structure (SMILES) is CNC(=O)[C@@H](CC(=O)O)NC(=O)[C@@H](CCC(N)=O)NC(C)=O. As for the net charge: 0. The calculation puts the highest occupied orbital energy at -9.73 eV. The calculation puts the LUMO energy at 0.525 eV. Its energy above the lowest of the compared OMol25 structures with the same formula, charge and spin is 121.0 kJ/mol. The value obtained for the maximum force is 4.36 eV/A.

Last column: Löwdin charge in e.
CARTESIAN COORDINATES (ANGSTROEM)
O -1.5897 0.6547 2.6917  0.018
O -2.1688 -2.6965 -1.2152  0.001
O 1.7020 -0.0987 -3.1695  0.082
O 3.3769 -0.4389 0.7565  0.023
O -0.6093 2.4203 -0.6431  0.080
O 3.1806 -1.0018 -1.8459  0.160
C -1.9120 -0.4031 2.1235  -0.516
C -1.5655 -1.9021 -1.9583  -0.533
C 2.4097 -0.0313 -2.2010  -0.597
C 2.6348 0.5108 1.0703  -0.402
C -0.6817 1.2143 -0.4103  -0.338
N -0.2722 -2.2875 -2.2659  0.158
N 2.3955 0.7884 2.3547  0.049
N 0.5125 0.4618 -0.1423  0.153
N -2.0633 -0.4652 0.7866  0.122
C -1.8298 -1.6193 2.9113  0.000
C 1.5367 1.8590 2.7705  -0.075
C -2.0405 -0.6069 -2.4849  -0.073
C 2.4939 1.2615 -1.4522  -0.013
C -2.7728 0.3176 -1.4148  -0.107
C 1.8083 1.1202 -0.0526  -0.216
C -2.0742 0.6266 -0.1497  -0.239
H 3.5445 -0.9740 -0.9628  0.076
H -0.2603 -3.2965 -2.1528  0.107
H 0.5269 -1.7658 -2.7546  0.110
H 2.9140 0.3271 3.1358  0.178
H 0.5027 -0.5118 0.0754  0.137
H -2.0887 -1.4088 0.4797  0.097
H -2.5335 -1.6577 3.6947  0.075
H -1.9918 -2.5963 2.4009  0.102
H -0.8777 -1.7071 3.3965  0.087
H 1.7350 2.8396 2.3031  0.103
H 0.4695 1.6434 2.7806  0.068
H 1.7887 2.0636 3.7906  0.078
H -2.6413 -0.8280 -3.3000  0.099
H -1.1329 -0.0228 -2.8845  0.141
H 1.8883 1.9109 -1.9855  0.092
H 3.5710 1.7051 -1.5310  0.178
H -3.7314 -0.2092 -1.2455  0.128
H -3.2008 1.2519 -1.8655  0.140
H 1.5801 2.1483 0.1749  0.122
H -2.5336 1.4041 0.3905  0.145



3.
The following is a DFT calculation (wB97M-V/def2-TZVPD) of a structure of composition C28H35GeN3O6S2Ti.

As for the net charge: 0. The calculation puts the highest occupied orbital energy (alpha / beta) at -6.26 / -7.82 eV. As for the spin multiplicity: 3. The calculation puts the LUMO energy (alpha / beta) at -0.264 / -0.440 eV. Its energy above the lowest of the compared OMol25 structures with the same formula, charge and spin is 0.0 kJ/mol. The value obtained for the maximum force is 0.49 eV/A.

Last column: Löwdin charge in e.
CARTESIAN COORDINATES (ANGSTROEM)
Ti 0.1083 0.4079 1.1875  0.792
O 1.4416 1.2618 -2.6721  0.113
C 0.9899 1.3201 -1.4086  -0.449
O 0.9192 0.2360 -0.7029  -0.169
C 0.5759 2.5494 -0.8701  -0.202
C 0.4969 3.8475 -1.4387  0.005
C -0.0499 4.8536 -0.6788  -0.058
C -0.5323 4.6273 0.6296  0.005
C -0.4056 3.3428 1.1242  -0.191
N 0.1465 2.3825 0.4082  0.000
C -0.8683 2.8245 2.4767  -0.532
O -1.3860 3.5474 3.2894  0.111
O -0.6295 1.5341 2.6223  -0.150
H 1.6182 0.3345 -2.8800  0.088
H 0.8439 4.0278 -2.4461  0.114
H -0.1240 5.8468 -1.1036  0.106
H -0.9863 5.4033 1.2262  0.115
S -0.3826 -2.0012 1.7247  0.578
C -2.0198 -1.6114 2.2786  -0.689
C -2.5252 -2.1965 3.4389  -0.114
C -3.8104 -1.9219 3.8761  -0.083
C -4.6249 -1.0555 3.1612  -0.087
C -4.1464 -0.4714 2.0003  -0.110
C -2.8585 -0.7468 1.5582  -0.633
S -2.2863 0.0725 0.0837  0.721
H -1.8872 -2.8653 4.0015  0.099
H -4.1750 -2.3816 4.7858  0.103
H -5.6258 -0.8327 3.5057  0.102
H -4.7686 0.2067 1.4305  0.103
O 5.7837 5.1391 0.0551  -0.034
C 5.1323 5.2665 1.3082  -0.241
N 4.4362 4.0374 1.5537  0.095
C 4.8317 3.1676 2.5246  -0.427
O 5.7206 3.4024 3.3182  0.082
C 4.0690 1.8755 2.5978  -0.087
C 4.6335 0.8163 3.2995  0.026
C 3.9434 -0.3780 3.3874  -0.016
C 2.7030 -0.4801 2.7807  -0.095
N 2.1507 0.5393 2.1167  -0.005
C 2.8201 1.6930 2.0344  -0.042
H 6.3197 5.9233 -0.0980  0.088
H 4.4188 6.0953 1.2847  0.127
H 5.8382 5.4054 2.1261  0.125
H 3.8327 3.7120 0.8163  0.134
H 5.5997 0.9569 3.7653  0.128
H 4.3492 -1.2252 3.9210  0.115
H 2.1123 -1.3868 2.8273  0.075
H 2.3048 2.4898 1.5130  0.114
C -0.7749 -5.1030 -1.0225  -0.122
C -2.2611 -5.4369 -1.0550  -0.270
C -3.1415 -4.3528 -1.6705  -0.278
C -3.1713 -3.0355 -0.8818  -0.303
Ge -1.7954 -1.7061 -1.3068  0.733
C -2.2197 -0.7668 -2.9921  -0.335
C -1.9310 -1.5273 -4.3004  -0.276
C -0.6076 -1.1354 -4.9562  -0.262
C 0.6170 -1.5953 -4.1743  -0.114
H -0.1911 -5.9607 -0.6851  0.072
H -0.5643 -4.2770 -0.3414  0.018
H -0.4126 -4.8259 -2.0167  0.068
H -2.6095 -5.6329 -0.0359  0.109
H -2.4147 -6.3635 -1.6149  0.103
H -4.1633 -4.7384 -1.7280  0.106
H -2.8325 -4.1826 -2.7078  0.089
H -3.1549 -3.2390 0.1910  0.066
H -4.1058 -2.5017 -1.0779  0.073
H -0.3443 -2.1731 -1.3597  -0.021
H -1.6680 0.1801 -2.9898  0.060
H -3.2747 -0.4936 -2.9220  0.061
H -2.7388 -1.3420 -5.0123  0.105
H -1.9284 -2.6113 -4.1376  0.087
H -0.5823 -0.0477 -5.0746  0.107
H -0.5668 -1.5561 -5.9641  0.105
H 0.5698 -1.2608 -3.1356  0.016
H 1.5401 -1.2213 -4.6224  0.077
H 0.6803 -2.6854 -4.1461  0.081



4.
The following is a DFT calculation (wB97M-V/def2-TZVPD) of a cluster of 2 separate species, C3H8O3Si in total in a non-equilibrium geometry.

As for the net charge: 0. The calculation puts the highest occupied orbital energy at -7.96 eV. The calculation puts the LUMO energy at 0.120 eV. Its energy above the lowest of the compared OMol25 structures with the same formula, charge and spin is 305.3 kJ/mol. The value obtained for the maximum force is 3.80 eV/A.

Last column: Löwdin charge in e.
CARTESIAN COORDINATES (ANGSTROEM)
C 1.8737 0.8121 -0.0310  -0.203
C 1.6962 -0.3790 0.9320  -0.260
C 1.1422 -0.5113 -0.4362  -0.177
O -2.1294 1.4560 -0.3689  -0.128
O -2.2587 -0.7487 1.1423  -0.075
O -1.9533 -0.8162 -1.5999  -0.094
Si -1.6170 -0.1031 -0.2104  0.364
H 1.2179 1.6828 0.1413  0.068
H 2.9487 1.0207 -0.3611  0.101
H 2.5949 -1.0083 1.0667  0.101
H 0.9003 -0.1925 1.6472  0.069
H 1.5524 -1.2266 -1.1080  0.039
H -1.6728 1.9992 -1.0708  0.096
H -2.4886 -0.2289 1.8818  0.042
H -1.8066 -1.7564 -1.6248  0.058